Record 1
Formula: C3H4ClNOS
Source: the OMol25 dataset
Level of theory: ωB97M-V/def2-TZVPD

Structure (XYZ):
```
11
C3H4ClNOS ωB97M-V/def2-TZVPD
C 0.1415 1.7867 -0.8976
C 1.0670 -1.3622 0.0123
C -0.1005 1.1920 0.3210
N 0.3489 2.2501 -1.9145
O -1.3323 -0.7013 1.7044
S -1.6965 0.2513 0.7173
Cl -2.0343 -0.7958 -1.1134
H 0.4952 -1.6777 -0.7482
H 2.0639 -1.3302 -0.2279
H 0.6013 -1.2963 1.0373
H 0.4460 1.6834 1.1094
```

The highest occupied orbital energy (alpha / beta) comes out at -0.34011 / -0.35873 Ha. The value obtained for the lowest unoccupied orbital energy (alpha / beta) is -2.2 / -0.7 eV.

Mulliken atomic charge list, values in e, 2 entries: atom 1 (C): 0.4635, atom 2 (C): -0.9104

---

Record 2
Formula: C3H4ClNS
Source: the OMol25 dataset
Level of theory: ωB97M-V/def2-TZVPD

Structure (XYZ):
```
10
C3H4ClNS ωB97M-V/def2-TZVPD
C -1.5722 0.4935 -0.6712
C 1.9190 0.0046 0.6797
C -1.1441 -0.6702 -1.1419
N 1.9232 -0.4228 1.8079
S -2.5104 0.4792 0.8465
Cl 2.1691 1.2308 -0.4447
H -1.2008 1.3330 -1.2103
H -0.4443 -0.8204 -1.9336
H -1.3987 -1.4997 -0.5995
H 2.2592 -0.1280 2.6670
```

The highest occupied orbital energy (alpha / beta) comes out at -0.34173 / -0.28062 Ha. The value obtained for the lowest unoccupied orbital energy (alpha / beta) is 0.0 / -1.9 eV.

Mulliken atomic charge list, values in e, 2 entries: atom 1 (C): -0.2173, atom 2 (C): 0.2536

---

Record 3
Formula: C3H4ClO4
Source: the OMol25 dataset
Level of theory: ωB97M-V/def2-TZVPD

Structure (XYZ):
```
12
C3H4ClO4 ωB97M-V/def2-TZVPD
C 0.6561 -0.6524 0.4967
C 0.8320 0.1436 -0.6474
C -1.4596 0.9628 0.0531
O 0.4247 -1.8806 0.2813
O 0.8952 -0.0547 1.7483
O 0.8220 -0.3161 -1.9039
O -1.7058 0.9803 1.2551
Cl -2.2357 -0.3539 -0.9415
H 1.1207 1.2454 -0.4604
H -0.9577 1.7395 -0.4762
H 0.3775 -1.1677 -1.8368
H 1.2306 -0.6461 2.4318
```

The total charge is -1. The highest occupied orbital energy (alpha / beta) comes out at -0.08073 / -0.08071 Ha. The value obtained for the lowest unoccupied orbital energy (alpha / beta) is 3.8 / 3.8 eV.

Mulliken atomic charge list, values in e, 2 entries: atom 1 (C): 0.6952, atom 2 (C): -0.7201

---

Record 4
Formula: C3H4CrLiO4
Source: the OMol25 dataset
Level of theory: ωB97M-V/def2-TZVPD

Structure (XYZ):
```
13
C3H4CrLiO4 ωB97M-V/def2-TZVPD
H -0.7664 -3.0972 -2.0550
C 0.1314 -2.5021 -2.2298
C 1.3890 -2.3713 -1.5347
O 0.3527 -1.3148 -1.5452
H 1.5254 -2.8281 -0.5515
H 2.2858 -2.0815 -2.0845
O -0.4882 1.1442 1.0306
C -0.9736 2.3383 1.0954
O -2.2105 2.5513 1.1641
Cr -0.3540 -0.0014 -0.3770
H -1.5910 3.3061 2.4214
Li 1.1699 1.9227 2.4860
O -0.4704 2.9337 2.1802
```

As for the expectation value of S²: 8.762. The spin multiplicity is 6. The total charge is +2. The highest occupied orbital energy (alpha / beta) comes out at -0.63757 / -0.67471 Ha. The value obtained for the lowest unoccupied orbital energy (alpha / beta) is -10.6 / -10.0 eV.

Mulliken atomic charge list, values in e, 2 entries: atom 1 (H): 0.3364, atom 2 (C): -0.1052

---

Record 5
Formula: C3H4CsO3
Source: the OMol25 dataset
Level of theory: ωB97M-V/def2-TZVPD

Structure (XYZ):
```
11
C3H4CsO3 ωB97M-V/def2-TZVPD
H -0.5035 3.1993 -1.4457
Cs -1.8675 0.7040 -0.4690
O -4.2167 -3.9268 2.4072
C -4.7866 -3.9026 1.1959
C -3.2163 -2.8557 2.4427
O -5.7261 -4.6173 0.9002
O -4.1570 -3.0966 0.3698
C -2.8255 -2.6510 1.0206
H -2.2541 -3.1815 2.9226
H -3.7056 -2.0147 2.9588
H -2.1479 -3.4568 0.6838
```

The total charge is -1. The highest occupied orbital energy comes out at -0.11412 Ha. The value obtained for the lowest unoccupied orbital energy is 2.1 eV.

Mulliken atomic charge list, values in e, 2 entries: atom 1 (H): -0.4028, atom 2 (Cs): 0.2799

---

Record 6
Formula: C3H4CuMgO4
Source: the OMol25 dataset
Level of theory: ωB97M-V/def2-TZVPD

Structure (XYZ):
```
13
C3H4CuMgO4 ωB97M-V/def2-TZVPD
H 0.3879 0.7096 -1.6184
C 0.7353 0.9946 -0.6254
C 2.1332 1.0223 -0.2248
O 1.3482 2.2082 -0.4624
H 2.4023 0.8453 0.8165
H 2.8940 0.8107 -0.9787
O -0.2931 -1.5833 0.2647
C -0.8108 -0.5202 0.5277
O -0.3345 0.6827 0.2665
Mg 0.0868 -3.5734 0.1964
H -2.2654 0.6191 0.3698
Cu -4.1607 -1.8407 0.8568
O -2.1233 -0.3750 0.6114
```

As for the expectation value of S²: 0.750. The spin multiplicity is 2. The total charge is +2. The highest occupied orbital energy (alpha / beta) comes out at -0.55314 / -0.64398 Ha. The value obtained for the lowest unoccupied orbital energy (alpha / beta) is -10.0 / -10.0 eV.

Mulliken atomic charge list, values in e, 2 entries: atom 1 (H): 0.4842, atom 2 (C): 0.0550

---

Record 7
Formula: C3H4F2
Source: the OMol25 dataset
Level of theory: ωB97M-V/def2-TZVPD

Structure (XYZ):
```
9
C3H4F2 ωB97M-V/def2-TZVPD
C 0.7860 1.2598 -0.8259
C -0.2604 0.8929 -0.1661
C -0.4074 -1.3242 0.7401
F 0.1547 -2.0941 -0.2004
F -1.7121 -1.5906 0.8335
H 0.8728 2.2800 -1.1902
H 1.6094 0.6115 -1.0683
H -1.1636 1.3302 0.1921
H 0.1208 -1.3655 1.6852
```

The highest occupied orbital energy (alpha / beta) comes out at -0.32623 / -0.32620 Ha. The value obtained for the lowest unoccupied orbital energy (alpha / beta) is 0.7 / 0.7 eV.

Mulliken atomic charge list, values in e, 2 entries: atom 1 (C): -0.4217, atom 2 (C): -0.3645

---

Record 8
Formula: C3H4F2
Source: the OMol25 dataset
Level of theory: ωB97M-V/def2-TZVPD

Structure (XYZ):
```
9
C3H4F2 ωB97M-V/def2-TZVPD
C 0.4034 1.3097 1.1316
C -0.0277 0.0955 0.4887
C -0.2499 0.2454 -0.8147
H -0.3023 1.8772 2.1495
H 1.3903 1.2039 1.5869
H 0.3053 1.9891 0.1018
H -0.5512 1.2529 -0.9771
F 0.4220 -1.0886 1.0203
F -0.5994 -0.7144 -1.8753
```

The highest occupied orbital energy comes out at -0.36569 Ha. The value obtained for the lowest unoccupied orbital energy is 0.6 eV.

Mulliken atomic charge list, values in e, 2 entries: atom 1 (C): -0.6921, atom 2 (C): 0.5527

---

Record 9
Formula: C3H4F2
Source: the OMol25 dataset
Level of theory: ωB97M-V/def2-TZVPD

Structure (XYZ):
```
9
C3H4F2 ωB97M-V/def2-TZVPD
C 0.5020 -0.1039 -0.7673
C 0.6846 0.0178 0.7331
C -0.5552 0.5027 0.0252
F -1.2849 1.5858 -0.1790
F -2.2306 -1.3078 0.2674
H 0.8572 0.5155 -1.6239
H 0.2965 -1.1784 -1.2033
H 0.5783 -0.8096 1.3870
H 1.1522 0.7779 1.3607
```

The highest occupied orbital energy (alpha / beta) comes out at -0.37146 / -0.36909 Ha. The value obtained for the lowest unoccupied orbital energy (alpha / beta) is -1.7 / -1.7 eV.

Mulliken atomic charge list, values in e, 2 entries: atom 1 (C): -0.4308, atom 2 (C): -0.5360

---

Record 10
Formula: C3H4F2
Source: the OMol25 dataset
Level of theory: ωB97M-V/def2-TZVPD

Structure (XYZ):
```
9
C3H4F2 ωB97M-V/def2-TZVPD
F 0.9557 1.5276 -0.6973
C 0.3995 0.7733 0.1842
C 0.4068 -0.8237 0.2189
C -0.7751 0.0193 -0.1835
F -0.9843 -0.1565 -1.5024
H 0.4335 1.3285 1.0742
H 0.6911 -1.2998 -0.7488
H 0.5508 -1.2176 1.1967
H -1.6780 -0.1512 0.4580
```

Its SMILES is F[C@@H]1C[C@@H]1F. The highest occupied orbital energy comes out at -0.37425 Ha. The value obtained for the lowest unoccupied orbital energy is 1.1 eV.

Mulliken atomic charge list, values in e, 2 entries: atom 1 (F): -0.2682, atom 2 (C): -0.0713